Here is a molecular structure, C28H23BCl5N6PTi in a non-equilibrium geometry from the OMol25 dataset. Energies are from ωB97M-V with the def2-TZVPD basis set.

ΔE to the lowest compared entry with this formula, charge and spin ... 19.4 kJ/mol
HOMO ... -0.530 Ha
E_tot ... -134031.27922 eV
Gap between HOMO and LUMO ... 6.8 eV

```
! RIJCOSX wB97M-V def2-TZVPD def2/J DEFGRID3
* xyz 2 1
Ti -0.394 1.106 -0.354
C -0.302 1.178 3.788
C -0.934 0.748 2.634
N -0.298 1.248 1.567
N 0.733 1.993 2.012
C 0.754 1.965 3.348
B 1.612 2.778 1.004
N 2.242 1.754 0.023
C 3.542 1.522 -0.201
C 3.670 0.779 -1.359
C 2.368 0.590 -1.804
N 1.513 1.171 -0.957
N 0.647 3.649 0.172
C 0.586 4.977 0.021
C -0.468 5.278 -0.827
C -1.018 4.049 -1.163
N -0.335 3.074 -0.551
H -0.579 0.954 4.796
H -1.795 0.112 2.525
H 1.504 2.479 3.917
H 2.432 3.425 1.543
H 4.297 1.881 0.467
H 4.574 0.433 -1.816
H 2.036 0.073 -2.687
H 1.273 5.640 0.506
H -0.793 6.246 -1.152
H -1.864 3.838 -1.796
Cl -3.456 1.998 1.235
C -3.525 1.445 -0.390
C -2.313 1.118 -0.985
C -2.349 0.843 -2.348
Cl -0.742 0.710 -2.996
C -3.512 0.753 -3.099
Cl -3.471 0.353 -4.763
C -4.732 1.010 -2.439
Cl -6.200 0.871 -3.289
C -4.734 1.405 -1.091
Cl -6.192 1.839 -0.312
C -1.779 -2.162 -1.031
P -0.285 -1.432 -0.261
C 1.094 -2.333 -1.065
C 1.148 -2.352 -2.460
C 2.180 -3.009 -3.107
C 3.156 -3.668 -2.376
C 3.121 -3.631 -0.992
C 2.103 -2.959 -0.336
C -0.262 -2.120 1.429
C -1.138 -3.113 1.859
C -0.960 -3.693 3.105
C 0.078 -3.288 3.928
C 0.920 -2.259 3.528
C 0.751 -1.677 2.286
H -1.754 -3.248 -0.944
H -1.822 -1.903 -2.090
H -2.661 -1.758 -0.526
H 0.378 -1.868 -3.047
H 2.225 -3.002 -4.185
H 3.940 -4.210 -2.878
H 3.891 -4.126 -0.416
H 2.094 -2.951 0.744
H -1.950 -3.449 1.230
H -1.628 -4.480 3.420
H 0.244 -3.779 4.873
H 1.715 -1.928 4.179
H 1.430 -0.892 1.952
*
```